65
Properties=species:S:1:pos:R:3 method="wB97M-V/def2-TZVPD" de_lowest_kj_mol=994.58 s2=6.16 gap_ev="4.39 / 7.00" multiplicity=5 homo_energy_ev="-5.67 / -8.12" lumo_energy_ev="-1.3 / -1.1" total_charge=0 total_energy_ev=-152067.737
C 1.280 2.553 -1.676
O 0.441 1.621 -1.983
H 1.208 -1.596 0.970
H 2.622 2.975 2.934
H -0.323 -3.634 0.349
H 1.074 4.754 2.193
C -3.052 -1.627 4.014
H 2.871 -2.558 -3.451
C 3.350 3.483 -0.756
C 1.676 4.951 -1.617
C -0.620 2.053 1.054
H 4.306 1.194 0.951
H -1.194 -4.415 4.500
H 5.166 1.386 -0.576
C -0.326 3.383 1.321
C -1.355 -3.615 0.069
H -5.339 -3.265 -1.957
C 2.933 4.757 -1.010
C -2.269 -2.860 -0.515
H -1.512 1.805 0.489
Cl 0.425 -0.753 -4.140
C 4.368 0.837 -0.079
C -3.579 -3.434 -0.815
H 0.229 -2.856 -2.777
H 3.142 -2.997 -0.907
H -3.938 -1.131 4.389
C 2.561 2.351 -1.082
N -0.960 -0.750 -0.586
H -3.336 0.683 -3.328
C 0.876 3.893 -1.933
C 3.044 1.038 -0.763
H -3.846 -4.363 -0.330
H 4.313 3.331 -0.288
H 0.129 -3.376 2.708
H -0.999 4.162 0.987
C 0.248 1.043 1.459
C -4.378 -2.838 -1.704
C -2.304 -1.040 3.002
Fe 0.738 -0.202 -1.938
H -1.596 0.458 -3.140
C -3.976 -1.601 -2.334
C -1.512 -3.471 4.076
C -2.657 -2.845 4.548
C 1.415 1.388 2.140
C -1.929 -1.488 -1.025
H 3.558 5.602 -0.758
H -3.237 -3.303 5.339
H 2.106 0.613 2.455
C 2.661 -3.280 -2.680
Cl 1.184 -2.858 -1.859
H 1.336 5.957 -1.834
H -0.093 4.029 -2.395
H -2.517 1.151 -1.822
C 1.709 2.717 2.412
C -2.551 0.409 -2.623
Ge -0.117 -0.822 1.096
C -0.772 -2.883 3.060
H 2.737 -4.350 -2.757
C -1.163 -1.667 2.505
H -4.666 -1.144 -3.034
H -2.614 -0.080 2.603
C 0.839 3.715 1.999
O 2.414 -0.016 -1.011
C -2.825 -0.951 -2.061
H 4.593 -0.226 -0.079

---

70
Properties=species:S:1:pos:R:3 method="wB97M-V/def2-TZVPD" de_lowest_kj_mol=310.08 s2=0.82 gap_ev="6.06 / 6.14" multiplicity=2 homo_energy_ev="-13.31 / -14.05" lumo_energy_ev="-7.2 / -7.9" total_charge=+2 total_energy_ev=-91769.928
N -1.581 -0.736 1.175
C 2.388 -0.874 -3.414
H 1.496 3.058 -3.305
C 2.133 2.160 -0.904
H 0.969 -5.667 3.692
H 4.254 -1.152 -2.353
C 3.990 2.639 2.339
H -3.245 -1.432 3.991
C 0.898 -4.722 3.175
H -0.184 -3.325 0.292
Cl -0.220 -6.060 1.090
C 3.797 -3.908 -1.615
H 2.484 -1.868 -3.849
C -0.161 2.484 -4.525
N -1.093 -0.074 -1.367
C -2.539 -0.994 0.283
H 4.431 -3.994 -0.736
H 5.906 -1.225 1.056
H 3.303 1.964 4.262
N 1.732 1.348 1.368
C 0.313 1.562 -2.333
H -2.496 0.134 -3.700
C 0.625 2.426 -3.390
Cl 0.249 3.534 -5.799
C -1.851 -0.867 2.468
C 1.261 -2.365 3.041
N 1.009 1.448 -1.184
O 2.794 2.819 -1.680
H 1.285 0.871 3.319
C -3.813 -1.400 0.663
H 3.836 -2.548 1.033
H -1.066 -0.610 3.164
C 3.829 -1.532 0.628
H 1.746 -3.551 4.762
C -4.083 -1.576 2.011
C -3.081 -1.307 2.932
H 3.480 -0.875 1.428
H 3.635 -4.907 -2.012
C 1.343 -3.549 3.760
C 0.277 -3.413 1.265
C 3.665 2.699 0.993
H 1.338 -0.706 -3.172
C 2.524 2.044 0.545
C 2.444 -3.308 -1.243
C 5.231 -1.107 0.208
C -1.635 0.781 -3.603
H 1.740 -3.360 -2.077
C 0.353 -4.654 1.894
N 0.744 -2.297 1.816
H -5.058 -1.903 2.338
H 2.676 -0.146 -4.170
H 3.423 0.341 -1.957
H 4.891 3.105 2.710
P 2.527 -1.540 -0.706
C -2.261 -0.765 -1.179
H 4.260 3.234 0.269
C 1.997 1.364 2.671
H 5.249 -0.062 -0.088
H 2.019 -3.891 -0.425
H 5.623 -1.708 -0.606
H 4.320 -3.344 -2.381
H -4.551 -1.574 -0.107
C 3.120 1.985 3.200
C -0.852 0.706 -2.440
H 1.616 -1.440 3.476
C 3.270 -0.715 -2.177
O -3.019 -1.147 -2.041
C -1.316 1.652 -4.629
Cl -2.284 1.738 -6.024
Ir 0.510 -0.284 0.252

---

76
Properties=species:S:1:pos:R:3 method="wB97M-V/def2-TZVPD" de_lowest_kj_mol=115.30 s2=3.81 gap_ev="6.94 / 5.18" multiplicity=4 homo_energy_ev="-7.35 / -6.50" lumo_energy_ev="-0.4 / -1.3" total_charge=0 total_energy_ev=-149263.305
C -2.575 -2.541 -1.733
H -2.982 -5.922 -1.608
H -3.584 1.844 2.068
H -2.585 0.124 0.750
O 3.331 0.784 -1.017
C 0.835 -1.081 -2.614
N -4.273 2.133 0.160
C -1.810 -1.553 -1.208
C -4.295 -4.558 -2.613
H 2.291 3.702 4.255
F -6.286 -5.235 -3.724
N 1.150 1.923 1.651
S 0.654 -1.441 1.607
C 4.124 -2.330 -0.435
F -4.661 -6.649 -3.669
H -4.801 2.608 -1.757
S 3.819 -1.161 2.090
H 4.717 -3.032 -1.026
H 1.005 5.503 3.105
C 4.119 3.233 -0.976
F 4.900 4.164 -0.426
H 2.487 -2.289 -3.241
H 3.166 -1.847 4.289
S 4.309 1.526 -0.223
H 5.444 -2.649 1.216
C -3.166 -4.888 -1.856
H -3.161 4.529 -1.896
H 0.070 2.658 0.059
C 1.299 -1.417 3.319
C -3.699 -2.237 -2.550
C -5.248 -5.646 -2.981
S 2.361 -2.585 -0.860
C -1.504 -0.006 0.705
H 2.679 -3.054 3.072
H -1.443 -4.134 -0.830
C 2.233 -1.628 -2.410
C -1.061 -0.870 1.879
C -4.541 -3.231 -2.972
O 3.871 1.715 1.142
C 1.754 3.502 3.341
H 0.278 6.189 0.724
O 5.664 1.128 -0.432
C -0.278 5.259 0.754
F 4.346 3.229 -2.291
C 4.370 -2.566 1.042
C -2.403 4.108 0.088
F -5.791 -6.235 -1.892
C -4.143 2.866 -0.937
H 2.956 -0.817 -2.342
H -1.671 -1.768 1.965
H 0.793 -0.575 -3.578
H 0.637 -2.029 3.936
C -2.313 -3.908 -1.428
C -1.439 5.201 0.095
C 1.054 4.504 2.696
Co 2.018 0.349 0.587
H -1.095 -0.299 2.807
H 0.085 -1.875 -2.583
H -5.402 -2.996 -3.579
H -1.025 0.970 0.778
C 2.703 -1.994 3.314
H 2.298 1.435 3.296
H 3.872 -3.473 1.383
H -1.746 6.061 -0.488
C -1.146 -0.623 -0.624
C 0.397 4.203 1.502
F 2.846 3.619 -0.793
C -3.463 2.425 1.161
H 1.296 -0.386 3.672
S 0.332 0.173 -1.378
C 0.511 2.902 1.015
C 1.761 2.229 2.799
N -2.518 3.341 1.175
C -3.236 3.905 -1.020
H -3.891 -1.207 -2.802
H 4.398 -1.311 -0.707

---

80
Properties=species:S:1:pos:R:3 method="wB97M-V/def2-TZVPD" gap_ev=7.05 homo_energy_ev=-6.02 lumo_energy_ev=1.0 total_charge=-1 total_energy_ev=-83589.193
H -3.267 -1.992 2.363
H -2.774 -3.410 -4.162
H -5.330 -5.819 -6.622
O 4.937 2.277 -0.988
O 0.161 -0.620 -3.264
F 1.547 -3.465 1.343
N 5.649 3.147 -0.537
S 0.556 -1.172 2.210
C -5.505 -6.123 -4.513
H -3.827 -4.177 0.617
C -3.496 0.199 1.401
C 5.121 6.266 1.429
C -1.167 0.232 0.958
C 2.380 -0.085 -3.592
H 3.201 1.631 -2.628
C -5.036 -5.726 -3.273
O 0.893 1.222 -2.428
H 3.058 3.309 0.037
H 1.757 -1.876 -4.584
N 0.129 0.171 1.582
C -3.993 -4.548 -5.519
C 3.396 0.794 -3.279
C 0.504 2.112 4.289
O -3.767 -0.956 0.642
C 4.663 0.549 -3.783
C 1.480 3.054 4.582
H -3.584 -4.080 -6.405
C -4.974 -5.524 -5.644
F 0.704 -2.274 -0.255
H -1.228 1.174 0.391
H -4.184 0.275 2.256
C -4.059 -4.760 -3.123
H -6.268 -6.882 -4.589
H 3.264 6.983 2.227
C 4.885 -0.562 -4.586
H -2.252 -3.672 1.243
H 4.026 -2.309 -5.494
O -2.208 0.251 1.942
C -1.062 3.402 5.539
H 5.877 -0.757 -4.971
C -3.123 -3.338 0.671
C 5.753 5.267 0.707
H 6.817 5.292 0.529
O -2.756 -3.056 -0.671
C 3.846 -1.438 -4.878
C -0.103 4.354 5.842
O 1.649 -0.967 3.144
H -3.677 1.042 0.716
C 3.004 5.148 1.151
N 1.037 0.193 -3.050
H 5.701 7.089 1.824
O -0.507 -2.094 2.581
H 0.734 1.248 3.681
H -1.914 -2.588 -0.671
C 3.751 6.206 1.653
H -1.555 1.562 4.537
C 3.622 4.145 0.422
N -5.611 -6.359 -2.073
O -2.644 4.601 6.715
C 2.577 -1.206 -4.375
H -1.342 -0.581 0.245
H 1.940 5.096 1.334
C 1.405 -2.201 0.908
H 1.945 4.903 5.580
H -4.844 -2.403 1.615
H 5.476 1.213 -3.528
C -0.786 2.285 4.771
C -3.791 -2.154 1.416
O 6.857 3.184 -0.647
C 4.987 4.227 0.215
O -6.457 -7.217 -2.241
H -0.358 5.213 6.442
O -3.257 2.749 5.820
H 2.484 2.912 4.204
N -2.424 3.597 6.061
H -3.696 -4.458 -2.149
F 2.624 -1.743 0.587
C -3.537 -4.170 -4.264
C 1.180 4.172 5.354
O -5.215 -5.988 -0.991

---

70
Properties=species:S:1:pos:R:3 method="wB97M-V/def2-TZVPD" s2=2.05 gap_ev="5.26 / 7.55" multiplicity=3 homo_energy_ev="-8.25 / -11.18" lumo_energy_ev="-3.0 / -3.6" total_charge=+1 total_energy_ev=-58181.913
H 0.746 3.983 -3.529
C -1.221 -1.348 -1.547
H -2.958 -2.204 -3.430
C 4.121 -1.067 -2.188
H -1.380 -2.933 -3.756
N 2.046 3.897 5.194
H 3.590 -4.182 -1.009
C -0.058 1.849 2.898
C 3.133 1.643 -3.098
C -2.248 -2.962 -3.095
Mo 0.094 -0.293 -0.641
C -3.438 2.400 -1.145
C -0.854 2.341 -2.024
H -1.836 -0.700 -2.183
C -3.103 -2.689 -0.761
C 2.568 2.805 -3.531
H -3.768 -1.878 -1.067
H -2.893 0.541 -0.217
C -1.662 3.419 -2.372
H 1.984 2.534 2.900
O 1.880 4.477 6.245
H -2.720 -3.940 -3.201
O 0.340 -1.796 0.857
C 0.882 3.177 4.625
C -1.837 -2.731 -1.632
H -2.118 1.327 3.145
H 4.858 -0.440 -2.667
H -1.889 -1.624 2.052
C 3.417 -3.146 -1.257
H -1.524 -4.825 -1.267
N 1.894 -1.290 -1.259
H 2.175 -2.232 2.423
C 4.419 -2.353 -1.859
C 2.385 0.728 -2.331
H -0.377 3.720 6.261
C -1.161 -2.082 2.708
C 1.039 2.523 3.422
C 2.838 -0.544 -1.915
C -1.273 1.847 3.577
I -1.723 -4.126 2.995
C -2.579 1.372 -0.830
H -0.621 -3.797 -0.165
O 3.084 3.855 4.568
H -4.456 2.378 -0.784
H 4.156 1.410 -3.351
H -3.653 -3.628 -0.859
H -2.344 2.516 5.312
C 0.094 1.130 1.606
N -1.309 1.340 -1.260
C 2.205 -2.587 -0.983
H -3.614 4.272 -2.192
O -0.901 0.457 1.149
O 1.163 1.146 0.968
H -1.270 4.215 -2.987
H -2.852 -2.554 0.293
H -1.168 -1.612 3.687
C 1.221 3.072 -3.201
C 0.194 -2.026 2.071
C -0.312 3.189 5.323
C 0.534 2.167 -2.447
H 3.137 3.508 -4.122
C -0.956 -3.896 -1.196
N 1.255 -2.253 2.837
H 1.158 -2.546 3.795
H 5.397 -2.763 -2.067
H 1.432 -3.167 -0.511
C -2.967 3.447 -1.928
C -1.399 2.515 4.786
N 1.088 1.007 -1.987
H -0.088 -3.993 -1.849

---

66
Properties=species:S:1:pos:R:3 method="wB97M-V/def2-TZVPD" s2=0.75 gap_ev="7.76 / 8.47" multiplicity=2 homo_energy_ev="-7.55 / -8.27" lumo_energy_ev="0.2 / 0.2" total_charge=0 total_energy_ev=-75664.946
H -0.687 2.576 -2.267
C -4.818 1.510 0.679
C 1.509 -2.525 1.775
N -3.027 0.286 -2.349
H -3.914 -0.572 -0.614
C 4.626 -4.337 2.127
H -5.010 0.559 1.184
C 2.855 -3.781 -0.026
C -4.813 3.938 0.683
O 3.735 -1.808 4.160
H -0.458 2.261 -3.996
H -4.154 4.866 -1.167
H -5.006 -0.090 -1.922
H 2.716 2.036 1.412
S 2.863 -2.914 3.837
C -1.166 1.503 1.795
H 2.146 -3.556 -0.828
C 4.050 -4.468 -0.245
C -4.320 1.493 -0.633
C 2.564 -3.412 1.293
O -1.800 -0.233 -0.669
C 1.576 0.454 -3.792
H 1.147 0.554 -4.793
C -4.344 3.927 -0.637
C 1.374 1.831 -0.407
C 1.216 0.760 -1.339
H -3.233 0.315 -3.334
H 0.591 2.830 2.249
C -0.400 -0.299 3.016
C -4.111 2.708 -1.293
H 3.548 -0.449 0.798
C -5.049 2.722 1.341
H -5.000 4.887 1.189
C -1.812 -0.043 -1.897
H -0.350 -1.263 3.519
C 0.553 0.847 -2.706
H -0.230 -1.191 -2.694
H 5.860 -5.274 0.636
C -1.479 0.190 2.211
H 1.581 0.636 3.591
H -1.839 2.182 1.267
C 0.620 0.726 3.092
C 2.798 0.127 0.264
C -0.638 -0.181 -2.817
H -2.421 -0.333 2.048
N 1.493 -2.339 3.083
H 2.230 -1.234 -1.462
C -4.123 0.206 -1.355
H 0.891 2.810 -0.481
C 2.351 1.446 0.584
O 2.553 -3.908 4.829
C 4.927 -4.745 0.823
C 0.029 2.239 -3.016
Ti 0.770 0.090 1.096
H 2.451 1.110 -3.747
H -3.743 2.692 -2.322
H 1.929 -0.576 -3.690
H 5.277 -4.509 2.976
C 2.077 -0.297 -0.913
H -1.004 -0.160 -3.851
C 0.119 1.855 2.327
H 4.320 -4.790 -1.256
O 0.721 -1.878 0.956
C 3.431 -3.670 2.337
H 0.863 2.940 -3.039
H -5.411 2.725 2.379

---

63
Properties=species:S:1:pos:R:3 method="wB97M-V/def2-TZVPD" de_lowest_kj_mol=0.00 gap_ev="4.61 / 4.60" homo_energy_ev="-6.76 / -6.76" lumo_energy_ev="-2.2 / -2.2" total_charge=0 total_energy_ev=-91305.751
H -1.819 1.293 2.791
C -4.519 -1.399 3.624
H 0.758 -4.565 -2.276
H -1.580 4.616 0.176
C 0.246 -2.881 2.045
H 1.285 -2.297 -1.374
C -0.613 -3.018 3.165
H -4.553 -0.553 5.613
H 5.400 3.672 -2.596
N -0.660 -1.891 -0.837
C -0.027 -3.955 -1.841
C 3.646 2.557 -1.984
C 4.613 4.344 -0.672
C 0.453 1.203 -3.842
H -4.297 -1.986 1.553
N -2.199 -0.634 0.886
C -3.972 -1.316 2.347
C 0.455 0.860 -5.205
H -0.242 1.968 -3.482
C -3.153 0.478 4.318
C -1.344 -4.420 -1.752
H -3.306 -3.965 -0.882
C -2.574 0.547 3.051
H -1.208 -3.891 3.429
H 3.628 1.963 -2.904
H -0.537 3.726 1.206
H 1.633 -1.207 1.425
C -2.922 -0.424 2.073
H 1.820 3.091 0.874
C -1.511 4.259 1.176
H -0.249 1.341 -5.895
H 3.025 -1.417 -5.188
H 2.958 -0.893 -2.792
C -0.537 -1.813 3.924
H 1.370 -0.352 -6.745
C 2.253 -0.386 -3.463
C 1.367 -0.090 -5.688
C 2.281 -0.702 -4.826
C 4.630 3.543 -1.824
Si 1.509 0.884 -1.077
C -4.109 -0.506 4.617
C 2.635 3.212 0.148
H 0.608 0.087 3.589
Zn -0.186 -0.189 0.040
H -2.869 1.193 5.096
N -2.745 -1.620 0.168
C -1.900 -2.386 -0.594
H -1.046 -1.621 4.870
C 1.348 0.567 -2.949
H 2.548 -0.156 -0.717
H -1.457 5.054 1.932
C 0.823 -1.569 2.076
C 0.276 -2.694 -1.360
H 5.399 5.086 -0.529
C 2.685 2.342 -0.966
C -2.281 -3.653 -1.080
H -1.624 -5.377 -2.192
H 3.597 4.865 1.181
H -2.331 3.590 1.456
H -5.279 -2.155 3.819
C 0.337 -0.918 3.258
H 0.454 -3.652 1.300
C 3.610 4.210 0.303